Entry 1:
Below is a structure of composition C37H25Cl2F6I2N6O5PRb in a non-equilibrium geometry, with properties calculated with ωB97M-V/def2-TZVPD.

The calculation puts the HOMO energy (alpha / beta) at -0.08496 / -0.08462 Ha. The charge is -2. As for the spin multiplicity: 2. The energy above the lowest of the compared OMol25 structures with the same formula, charge and spin is 0.208 eV.

The geometry in XYZ format:
```
85
Properties=species:S:1:pos:R:3:forces:R:3
Rb -0.692 0.163 0.315 0.895 -0.804 -0.118
Cl 1.680 5.381 -4.845 -0.029 0.056 -0.003
C 1.802 3.708 -4.315 -0.048 -0.035 0.044
C 1.218 2.698 -5.098 -0.040 0.163 0.129
C 1.318 1.391 -4.712 0.176 0.118 0.348
C 2.046 0.977 -3.517 0.292 0.150 0.120
O 2.220 -0.239 -3.294 -0.097 0.107 0.365
C 2.572 2.084 -2.686 -0.253 -0.423 -0.016
C 3.249 1.931 -1.392 0.018 0.534 -0.333
N 3.299 0.897 -0.675 -0.122 -1.089 -0.234
C 4.144 0.656 0.382 -0.183 0.155 0.025
C 5.502 0.510 0.201 0.141 0.018 0.096
C 6.339 0.093 1.264 -0.097 0.075 -0.118
C 5.833 -0.145 2.508 0.011 0.020 -0.002
C 4.443 0.023 2.737 -0.005 -0.064 0.070
C 3.844 -0.174 4.003 0.111 -0.017 0.006
C 2.502 -0.011 4.149 -0.162 0.056 -0.018
C 1.733 0.360 3.019 0.112 0.077 -0.031
N 2.252 0.573 1.837 -0.152 -0.259 0.149
C 3.590 0.398 1.681 -0.091 0.202 -0.121
C 2.451 3.401 -3.139 -0.158 0.031 -0.157
H 0.676 2.973 -5.998 0.044 -0.013 0.005
H 0.865 0.598 -5.299 0.074 0.022 0.034
H 3.735 2.855 -1.019 0.050 -0.086 -0.210
H 5.907 0.668 -0.791 0.006 -0.030 0.047
H 7.398 -0.051 1.074 -0.028 0.038 -0.008
H 6.471 -0.471 3.323 -0.057 0.025 -0.050
H 4.470 -0.447 4.845 -0.004 -0.035 -0.016
H 2.014 -0.148 5.106 0.003 -0.020 -0.041
H 0.660 0.505 3.120 0.092 -0.006 0.014
H 2.857 4.205 -2.531 0.012 -0.048 -0.056
Cl -6.514 -2.293 5.264 0.103 0.049 -0.159
C -5.448 -1.934 3.901 -0.238 0.042 -0.121
C -6.006 -1.506 2.676 0.054 -0.040 0.092
C -5.204 -1.232 1.605 0.029 -0.018 0.106
C -3.762 -1.365 1.658 0.201 -0.101 -0.247
O -3.041 -1.131 0.656 -0.499 -0.048 0.162
C -3.240 -1.804 2.935 0.033 0.042 0.038
C -1.822 -1.986 3.167 0.057 -0.007 -0.252
O -0.907 -1.864 2.366 -0.077 0.030 0.382
C -4.098 -2.068 4.019 0.176 -0.034 0.051
H -7.082 -1.398 2.601 0.012 0.013 -0.010
H -5.624 -0.892 0.665 -0.005 -0.025 0.045
H -1.582 -2.285 4.213 0.002 -0.027 0.016
H -3.667 -2.389 4.965 -0.003 0.028 -0.075
I -3.336 -2.437 -4.374 0.030 0.195 0.080
C -3.119 -0.402 -4.014 -0.225 -0.287 -0.207
C -3.961 0.500 -4.637 0.214 -0.135 0.178
C -3.799 1.861 -4.428 0.000 0.127 -0.022
I -5.107 3.135 -5.441 0.047 -0.074 0.050
C -2.775 2.384 -3.582 0.050 0.058 0.067
C -2.549 3.759 -3.344 -0.198 -0.142 -0.140
C -1.533 4.153 -2.525 0.123 0.017 0.100
C -0.723 3.169 -1.938 -0.037 -0.097 -0.085
N -0.914 1.881 -2.143 -0.101 -0.169 0.022
C -1.917 1.476 -2.931 0.317 0.294 0.137
C -2.059 0.002 -3.110 0.324 0.134 0.110
O -1.314 -0.796 -2.549 -0.446 0.257 -0.184
H -4.742 0.139 -5.289 -0.039 0.002 -0.047
H -3.196 4.490 -3.809 0.000 0.021 -0.023
H -1.353 5.199 -2.313 0.011 -0.073 -0.021
H 0.093 3.445 -1.277 -0.086 -0.059 -0.010
F -1.848 2.308 0.845 -0.527 0.558 -0.050
P -1.235 3.311 1.976 0.086 0.105 0.264
F -2.727 3.644 2.468 -0.107 0.064 0.052
F 0.255 2.936 1.461 0.056 0.049 -0.140
F -1.298 4.520 0.901 -0.001 0.150 -0.064
F -0.624 4.299 3.089 0.045 0.032 0.013
F -1.156 2.059 3.009 -0.096 -0.023 0.036
C 0.876 -5.612 2.854 -0.055 0.139 -0.131
N 0.883 -4.755 1.679 0.090 -0.068 0.079
C -0.248 -4.596 0.950 -0.128 -0.091 0.114
C -0.277 -3.838 -0.152 -0.078 0.094 -0.228
C 0.952 -3.185 -0.508 -0.006 0.142 -0.318
N 2.057 -3.308 0.195 0.102 -0.235 0.312
C 2.085 -4.094 1.313 0.019 0.106 -0.041
O 3.074 -4.269 2.015 -0.091 0.000 -0.170
N 0.975 -2.434 -1.631 0.153 0.081 0.527
H 0.979 -6.665 2.581 0.006 -0.029 -0.041
H -0.056 -5.473 3.402 -0.022 0.007 -0.003
H 1.716 -5.336 3.476 0.081 0.060 0.064
H -1.128 -5.102 1.325 -0.034 -0.003 0.035
H -1.193 -3.666 -0.703 0.069 -0.009 0.058
H 0.098 -2.133 -2.022 0.004 -0.028 -0.115
H 1.744 -1.786 -1.762 0.090 0.008 -0.205
```
Positions in Å, forces in eV/Å.

Atomic partial charges in e from the Löwdin method, atoms 1 to 4:
1 Rb 0.915
2 Cl 0.552
3 C -0.707
4 C -0.152


Entry 2:
Below is a structure of composition C23H31F6O3Zn in a non-equilibrium geometry, with properties calculated with ωB97M-V/def2-TZVPD.

The calculation puts the HOMO energy (alpha / beta) at -0.09081 / -0.09236 Ha. The charge is -1.

The geometry in XYZ format:
```
64
Properties=species:S:1:pos:R:3:forces:R:3
O -0.409 2.104 -1.942 0.336 1.353 -0.842
C 0.399 2.943 -2.830 1.005 -0.641 0.314
C -0.658 3.991 -3.028 -0.400 -0.733 -0.262
H 0.654 2.390 -3.741 0.208 -0.023 0.076
H 1.316 3.346 -2.361 -0.271 -0.557 -0.011
C -1.504 3.065 -2.099 -0.210 1.209 -0.808
H -1.012 4.024 -4.058 -0.099 0.289 0.080
H -0.379 4.973 -2.653 -0.329 -0.006 0.054
C -2.712 2.421 -2.785 0.097 -0.176 0.385
H -2.370 1.732 -3.576 -0.138 0.380 0.178
H -3.419 3.157 -3.222 0.468 -0.299 0.364
H -3.224 1.826 -2.016 -0.112 0.032 -0.323
C -1.779 3.711 -0.785 -1.084 -0.095 0.526
H -0.855 3.938 -0.262 -0.027 -0.021 -0.033
H -2.343 2.980 -0.206 0.168 0.352 0.209
H -2.403 4.620 -0.836 0.240 -0.277 -0.319
Zn -0.016 -2.584 -0.240 -0.962 -0.926 2.753
C 0.604 2.687 2.764 0.170 2.142 -2.452
C 0.962 1.308 2.806 0.349 -1.024 -1.387
C 1.388 0.920 1.506 0.293 0.265 -0.117
H 0.895 0.668 3.674 -0.103 -0.015 -0.135
C 1.351 2.068 0.672 0.371 -1.699 0.476
C 0.852 3.160 1.439 -0.753 0.466 3.165
H 0.687 4.185 1.096 0.116 -0.426 0.157
H 0.189 3.257 3.591 0.093 -0.112 -0.247
H 1.708 -0.089 1.215 -0.197 0.551 0.206
H 1.663 2.122 -0.373 -0.183 -0.121 0.415
C -2.451 0.025 3.744 0.584 -0.014 -0.456
C -2.634 1.289 3.124 -0.014 -0.481 -0.678
C -2.334 1.131 1.734 0.228 -0.190 0.384
H -2.945 2.218 3.610 -0.001 -0.345 -0.172
C -1.904 -0.205 1.512 -0.121 -0.014 0.547
C -1.941 -0.877 2.760 -0.717 0.635 -0.069
H -1.622 -1.894 2.923 -0.149 -0.140 0.063
H -2.646 -0.207 4.793 0.176 0.059 -0.284
H -2.336 1.913 0.984 -0.043 -0.311 0.448
H -1.593 -0.665 0.556 -0.159 0.408 0.419
O -0.350 -1.552 -1.966 0.971 0.609 -3.476
C -0.558 -0.598 -3.152 0.191 0.506 0.867
C 0.132 -1.189 -4.385 -0.875 -0.083 -0.318
H -0.066 0.358 -2.897 -0.476 -0.701 0.214
H -1.639 -0.407 -3.280 0.566 -0.370 0.373
C 1.126 -2.195 -3.831 0.309 -0.136 0.000
H 0.625 -0.390 -4.972 -0.247 -0.352 0.372
H -0.603 -1.668 -5.054 0.287 0.094 0.265
C 0.912 -2.230 -2.327 0.494 0.461 -0.166
H 2.148 -1.866 -4.032 -0.054 -0.279 -0.052
H 0.989 -3.213 -4.193 0.001 0.176 -0.450
H 1.748 -1.664 -1.853 -0.513 -0.691 0.156
H 0.838 -3.309 -2.028 0.275 0.942 0.151
C 0.883 -4.669 2.530 -0.122 -0.401 0.128
C 1.753 -3.472 2.219 0.133 1.147 -0.793
O 1.282 -2.678 1.180 1.139 -0.422 0.414
C 1.823 -2.567 3.500 -0.967 0.472 0.571
F 2.025 -3.305 4.629 0.009 0.231 -0.328
F 2.806 -1.638 3.485 -0.631 -0.390 -0.192
F 0.624 -1.920 3.683 1.711 -0.782 -0.262
C 3.219 -4.007 1.929 -0.034 -0.032 -0.004
F 3.730 -4.718 2.988 -0.431 0.330 -0.791
F 3.215 -4.847 0.849 -0.024 0.472 0.720
F 4.121 -3.045 1.667 -0.436 -0.305 -0.092
H -0.120 -4.323 2.800 0.192 -0.071 -0.099
H 1.328 -5.207 3.370 -0.266 -0.175 -0.081
H 0.831 -5.327 1.652 -0.031 0.258 0.249
```
Positions in Å, forces in eV/Å.

Atomic partial charges in e from the Löwdin method, atoms 1 to 4:
1 O -0.126
2 C -0.181
3 C -0.086
4 H 0.107


Entry 3:
Below is a structure of composition CH14NSi4 in a non-equilibrium geometry, with properties calculated with ωB97M-V/def2-TZVPD.

The calculation puts the HOMO energy at -0.47983 Ha. The charge is +1. The energy above the lowest of the compared OMol25 structures with the same formula, charge and spin is 1.628 eV.

The geometry in XYZ format:
```
20
Properties=species:S:1:pos:R:3:forces:R:3
C -0.581 -0.226 -0.468 -1.029 -0.659 1.398
N -1.054 2.312 2.444 3.167 -2.017 -1.044
Si 2.293 -2.593 -0.570 0.438 0.190 -1.167
Si -0.759 -0.235 -2.479 1.733 -1.057 2.967
Si 1.184 -0.682 0.233 0.159 0.982 -1.602
Si -1.418 1.258 0.370 -0.525 0.521 1.073
H -1.177 -1.139 -0.176 0.158 0.787 -0.197
H -1.922 2.771 2.466 -0.752 1.828 -0.564
H -1.027 1.891 3.374 0.632 -0.290 -0.325
H -0.109 2.781 2.193 -2.714 -0.283 1.013
H 2.886 -3.235 0.611 -0.561 -0.340 0.230
H 3.503 -2.663 -1.537 -1.149 0.574 0.460
H 1.027 -3.029 -1.256 0.536 -0.794 0.271
H -2.066 0.333 -2.511 -0.730 0.513 -1.000
H 0.551 0.410 -2.737 -0.545 0.258 -0.791
H -0.634 -1.725 -2.524 -0.298 0.494 -0.699
H 1.166 -0.818 1.631 -0.456 -0.307 1.683
H 1.893 0.569 0.072 0.497 0.651 -0.193
H -0.819 2.557 -0.037 -0.310 -0.309 -0.297
H -2.935 1.465 0.901 1.749 -0.741 -1.217
```
Positions in Å, forces in eV/Å.

Atomic partial charges in e from the Löwdin method, atoms 1 to 4:
1 C -0.836
2 N 0.005
3 Si 0.496
4 Si 0.674